(1)
{"formula": "C31H57BIN7O7S3", "method": "wB97M-V/def2-TZVPD", "species": ["I", "S", "S", "S", "O", "O", "O", "O", "O", "O", "O", "N", "N", "N", "N", "N", "N", "N", "C", "C", "C", "C", "C", "C", "C", "C", "C", "C", "C", "C", "C", "C", "C", "C", "C", "C", "C", "C", "C", "C", "C", "C", "C", "C", "C", "C", "C", "C", "C", "B", "H", "H", "H", "H", "H", "H", "H", "H", "H", "H", "H", "H", "H", "H", "H", "H", "H", "H", "H", "H", "H", "H", "H", "H", "H", "H", "H", "H", "H", "H", "H", "H", "H", "H", "H", "H", "H", "H", "H", "H", "H", "H", "H", "H", "H", "H", "H", "H", "H", "H", "H", "H", "H", "H", "H", "H", "H"], "positions_angstrom": [[-1.83, -1.81, 3.41], [4.19, -2.35, 0.84], [6.18, -4.41, 1.63], [-0.11, 2.17, 0.39], [4.24, 2.59, 2.72], [2.39, -0.16, 6.37], [-4.16, 2.63, -4.28], [3.86, 0.47, -3.35], [-4.79, -0.18, 1.20], [-3.35, 7.70, -4.54], [3.82, 2.79, 4.07], [-4.19, 2.40, -2.02], [-5.39, 6.89, -5.12], [-5.68, -2.07, 0.31], [-0.07, 0.58, 0.53], [3.14, 2.62, -3.30], [0.78, 2.60, 1.66], [4.46, -4.74, -0.36], [-3.59, 2.44, -3.22], [-4.56, 7.83, -4.66], [-4.84, 5.60, -5.52], [2.42, 2.57, 4.14], [-1.60, -3.67, 1.02], [1.16, 1.47, 2.25], [1.82, -1.10, 3.14], [3.66, -3.10, -2.10], [3.75, -2.77, 3.57], [4.24, -6.14, 0.06], [4.94, -3.95, 0.66], [0.67, 0.30, 1.60], [1.95, 1.33, 3.42], [4.05, 1.65, -3.53], [3.32, -6.31, 1.28], [-0.65, -2.98, 2.02], [2.23, -2.46, 3.63], [-3.45, 2.18, -0.79], [-5.56, -1.12, 1.26], [4.53, -1.95, 2.56], [-4.84, -1.97, -0.87], [3.30, -4.23, -1.12], [3.42, 4.02, -3.54], [4.67, 0.04, 5.36], [1.01, -1.00, 2.06], [-5.63, 2.59, -1.96], [2.27, 0.08, 3.86], [1.84, 2.22, -2.81], [-6.82, 7.11, -5.24], [-6.61, -3.17, 0.43], [0.43, -2.17, 1.30], [3.12, -0.03, 5.21], [2.47, -3.94, -0.47], [5.21, -6.59, 0.28], [5.22, 0.26, 4.45], [-1.55, -3.22, 0.03], [-7.16, -3.09, 1.37], [-6.08, -4.12, 0.42], [2.73, 4.43, -4.28], [2.68, -5.43, 1.42], [-7.37, 6.40, -4.62], [5.60, -2.10, 2.73], [3.84, -6.68, -0.79], [1.36, 1.54, -3.51], [3.28, -2.14, -1.75], [4.44, 4.13, -3.91], [5.02, -0.92, 5.75], [-7.33, -3.16, -0.39], [4.74, -2.99, -2.16], [4.20, -2.65, 4.56], [-3.58, 3.03, -0.12], [4.96, 0.80, 6.09], [-1.30, -4.72, 0.92], [-3.79, -1.99, -0.59], [-7.14, 7.00, -6.27], [3.86, -3.81, 3.27], [3.32, 4.59, -2.61], [-0.04, -1.76, 0.42], [-6.14, 1.82, -2.55], [-4.12, 5.73, -6.32], [5.01, 2.04, -3.91], [1.91, -2.54, 4.68], [-0.21, -3.76, 2.64], [1.54, -0.56, 6.19], [1.70, -3.26, 3.11], [-2.50, 2.29, -3.17], [-5.95, 2.53, -0.92], [4.67, 1.72, 2.77], [1.21, 3.10, -2.67], [-6.24, -1.27, 2.12], [-3.81, 1.28, -0.29], [-7.06, 8.12, -4.90], [-5.05, -2.80, -1.53], [-5.07, 8.77, -4.39], [1.95, 1.70, -1.85], [2.17, 2.47, 5.20], [-4.34, 5.13, -4.68], [4.36, -0.87, 2.63], [-5.90, 3.56, -2.37], [-2.62, -3.69, 1.38], [-5.03, -1.03, -1.39], [2.93, -5.07, -1.71], [-2.40, 2.06, -1.01], [2.67, -7.17, 1.12], [3.24, -3.28, -3.09], [1.88, 3.44, 3.76], [1.23, -2.84, 0.98], [-5.65, 4.95, -5.86], [3.89, -6.50, 2.18]], "homo_lumo_gap_ev": 7.8, "energy_ev": -99116.47797, "e_homo_ev": -8.37}


(2)
{"formula": "C31H57N4O2P2Pt", "method": "wB97M-V/def2-TZVPD", "species": ["Pt", "P", "P", "O", "O", "N", "N", "N", "N", "C", "C", "C", "C", "C", "C", "C", "C", "C", "C", "C", "C", "C", "C", "C", "C", "C", "C", "C", "C", "C", "C", "C", "C", "C", "C", "C", "C", "C", "C", "C", "H", "H", "H", "H", "H", "H", "H", "H", "H", "H", "H", "H", "H", "H", "H", "H", "H", "H", "H", "H", "H", "H", "H", "H", "H", "H", "H", "H", "H", "H", "H", "H", "H", "H", "H", "H", "H", "H", "H", "H", "H", "H", "H", "H", "H", "H", "H", "H", "H", "H", "H", "H", "H", "H", "H", "H", "H"], "positions_angstrom": [[-0.70, 0.29, -0.42], [2.61, 0.61, -0.82], [-2.72, -0.82, -0.21], [-0.40, 2.12, 1.96], [-0.26, -1.25, 3.20], [0.20, 1.53, -1.93], [-0.77, -0.13, 5.13], [-0.05, -2.35, 5.18], [-0.30, -1.33, -1.73], [0.57, 1.63, -4.47], [-0.71, 1.02, -5.04], [-4.52, -2.82, 0.81], [1.35, -2.64, -2.77], [5.17, 1.84, -1.20], [-5.39, -0.02, -0.64], [2.41, -0.91, 1.65], [1.65, 1.28, -5.49], [-3.24, -2.04, 1.16], [-3.95, 0.48, -0.77], [3.90, 1.55, -3.23], [2.99, 3.20, -1.61], [-0.23, -2.46, 6.62], [-0.52, 1.39, 1.05], [0.38, -3.56, -3.16], [0.84, 1.04, -2.92], [-3.52, -1.30, 2.47], [3.68, 1.30, 1.89], [-3.62, 0.85, -2.23], [0.44, 3.16, -4.36], [-0.34, -1.25, 4.43], [0.94, -1.43, -2.23], [1.75, -0.15, -2.46], [3.45, 0.03, 1.02], [4.77, -0.74, 0.88], [3.74, 1.85, -1.74], [-2.71, -2.05, -1.61], [-3.78, 1.76, 0.08], [-1.29, -2.17, -2.14], [-2.06, -3.01, 1.35], [-0.94, -3.27, -2.92], [-2.95, -3.06, -1.23], [-0.98, 1.57, -5.96], [2.28, -1.84, 1.07], [-6.06, 0.69, -1.14], [-0.54, -0.04, -5.30], [0.30, -1.65, 7.14], [-2.59, -0.94, 2.93], [-2.79, 2.21, -0.07], [-4.21, 1.73, -2.52], [2.62, -0.47, -3.08], [-5.71, -0.07, 0.41], [2.93, 1.27, -3.61], [5.55, 0.81, -1.25], [2.02, 3.10, -2.12], [5.27, 2.24, -0.18], [3.57, 4.00, -2.11], [-2.32, -3.77, 2.09], [-3.99, -2.00, 3.17], [4.19, 0.99, 2.81], [0.64, -4.51, -3.68], [-5.40, -2.17, 0.76], [-5.53, -1.00, -1.12], [4.60, 0.73, -3.45], [-3.85, 0.05, -2.94], [2.78, 3.50, -0.58], [-2.56, 1.13, -2.33], [-1.29, -2.45, 6.91], [2.71, -1.18, 2.68], [4.31, 2.06, 1.41], [-4.21, -0.45, 2.34], [4.21, 2.46, -3.78], [-4.45, -3.38, -0.13], [-4.69, -3.56, 1.60], [2.74, 1.79, 2.18], [2.39, -2.80, -3.07], [2.65, 1.61, -5.23], [5.59, -0.15, 0.45], [-4.53, 2.49, -0.23], [1.45, 1.77, -6.44], [5.80, 2.45, -1.87], [-0.27, 3.43, -3.56], [0.21, -3.42, 6.93], [-0.75, 0.72, 4.59], [4.65, -1.67, 0.30], [-1.17, -2.48, 1.72], [-3.90, 1.57, 1.15], [1.69, 0.20, -5.67], [-1.80, -3.54, 0.42], [-3.48, -1.84, -2.37], [-1.56, 1.07, -4.35], [0.07, 3.63, -5.29], [0.25, -3.16, 4.64], [5.07, -1.01, 1.91], [-1.76, -3.92, -3.25], [1.41, -0.45, 1.74], [-0.57, -0.07, 6.09], [1.42, 3.62, -4.14]], "homo_lumo_gap_ev": [6.1, 3.8], "spin_multiplicity": 5, "total_charge": 3, "energy_ev": -64921.56681, "relative_energy_kj_mol": 148.9, "e_homo_ev": [-15.66, -16.16]}


(3)
{"formula": "C31H57NO17", "method": "wB97M-V/def2-TZVPD", "species": ["O", "O", "O", "O", "O", "O", "O", "O", "O", "O", "O", "O", "O", "O", "O", "O", "O", "N", "C", "C", "C", "C", "C", "C", "C", "C", "C", "C", "C", "C", "C", "C", "C", "C", "C", "C", "C", "C", "C", "C", "C", "C", "C", "C", "C", "C", "C", "C", "C", "H", "H", "H", "H", "H", "H", "H", "H", "H", "H", "H", "H", "H", "H", "H", "H", "H", "H", "H", "H", "H", "H", "H", "H", "H", "H", "H", "H", "H", "H", "H", "H", "H", "H", "H", "H", "H", "H", "H", "H", "H", "H", "H", "H", "H", "H", "H", "H", "H", "H", "H", "H", "H", "H", "H", "H", "H"], "positions_angstrom": [[-1.89, 2.68, 1.06], [4.45, 1.48, -4.07], [-2.80, -1.43, 1.72], [1.58, 2.83, 2.40], [0.73, -3.06, 1.48], [2.75, -0.48, -0.61], [-3.73, -7.69, 1.02], [3.15, 11.47, 0.23], [-0.66, 4.18, -0.16], [1.11, 1.79, -2.26], [1.23, 4.80, -1.26], [4.27, 1.40, -6.26], [-3.97, -1.22, -0.13], [2.36, 9.52, 0.91], [2.45, 1.53, 3.95], [0.99, -5.10, 0.68], [-4.01, -5.66, 1.82], [-1.24, 0.62, -1.09], [0.69, -6.26, -1.43], [-2.69, -1.63, 3.13], [1.41, 7.51, -0.08], [0.33, 2.54, -1.40], [-0.73, 1.92, -0.87], [0.47, -6.28, 0.07], [3.63, 0.93, -7.45], [1.69, 2.57, 3.57], [-5.10, -2.29, 1.66], [-5.69, -6.38, 0.31], [0.29, -3.95, 0.79], [-3.99, -8.85, -1.11], [2.30, 10.62, 0.13], [2.81, 1.26, 5.31], [-2.42, -3.09, 3.45], [2.35, 0.74, -4.86], [-1.24, 2.97, 0.13], [2.43, 1.71, -1.62], [-4.22, -8.88, 0.39], [3.57, 1.45, 0.64], [-3.94, -1.58, 1.02], [1.31, 8.55, 1.01], [2.46, 0.92, -0.32], [-4.43, -6.55, 1.13], [0.91, 3.33, 4.62], [1.22, 10.71, -0.92], [1.75, 0.43, 6.00], [0.48, 3.99, -0.95], [-0.96, -3.77, -0.02], [2.60, 1.92, -7.95], [3.77, 1.21, -5.02], [2.06, 0.18, 7.02], [1.03, -7.11, 0.50], [1.60, 10.31, -1.86], [1.39, 3.36, 5.59], [-5.27, -9.05, 0.64], [3.78, 0.65, 1.36], [-5.05, -3.35, 1.42], [3.74, 0.68, 5.26], [-4.31, -9.78, -1.57], [1.44, 8.08, 1.98], [3.06, 2.90, -8.11], [0.80, 0.97, 6.06], [-3.66, -9.71, 0.82], [3.22, -0.07, -7.31], [1.30, 7.95, -1.07], [-1.64, -3.13, 0.54], [1.71, 1.61, -4.75], [4.47, 1.77, 0.08], [3.10, 2.28, 1.20], [-6.38, -5.75, 0.87], [2.15, -0.99, -0.04], [0.35, -7.20, -1.88], [-1.50, -4.70, -0.20], [3.11, 1.19, -2.33], [1.99, 0.11, -5.67], [1.79, 2.06, -7.23], [-1.52, -3.42, 2.93], [-0.58, -6.44, 0.33], [2.82, 2.75, -1.51], [2.29, 0.14, -3.95], [-2.21, 0.75, -1.38], [0.34, 9.04, 1.04], [-0.72, -3.29, -0.96], [1.56, -0.49, 5.45], [-5.16, -2.16, 2.74], [-2.27, -3.23, 4.52], [-0.08, 2.90, 4.71], [-6.22, -7.31, 0.12], [-1.84, -1.03, 3.46], [-5.44, -5.89, -0.63], [3.05, 2.18, 5.85], [1.75, -6.14, -1.66], [-3.23, -3.73, 3.12], [-6.02, -1.87, 1.24], [-3.56, -1.24, 3.66], [0.17, -5.44, -1.91], [0.64, 6.75, 0.05], [4.42, 0.83, -8.20], [-4.52, -8.02, -1.58], [0.96, 11.76, -1.05], [0.82, 4.37, 4.29], [2.39, 7.02, -0.05], [-2.93, -8.70, -1.32], [1.53, 0.92, 0.28], [0.30, 10.20, -0.65], [2.16, 1.58, -8.89], [-1.18, 0.13, -0.20]], "homo_lumo_gap_ev": 9.5, "energy_ev": -69367.91407, "smiles": "C[C@H](O)COC1=C(N)C(=O)OC1=O.CCOC(C)=O.CCOC(C)=O.CCOC(C)=O.CCOC(C)=O.CCOC(C)=O.CCOC(C)=O", "e_homo_ev": -9.22}


(4)
{"formula": "C31H58Cl23NO", "method": "wB97M-V/def2-TZVPD", "species": ["Cl", "Cl", "Cl", "Cl", "Cl", "Cl", "Cl", "Cl", "Cl", "Cl", "Cl", "Cl", "Cl", "Cl", "Cl", "Cl", "Cl", "Cl", "Cl", "Cl", "Cl", "Cl", "Cl", "O", "N", "C", "C", "C", "C", "C", "C", "C", "C", "C", "C", "C", "C", "C", "C", "C", "C", "C", "C", "C", "C", "C", "C", "C", "C", "C", "C", "C", "C", "C", "C", "C", "H", "H", "H", "H", "H", "H", "H", "H", "H", "H", "H", "H", "H", "H", "H", "H", "H", "H", "H", "H", "H", "H", "H", "H", "H", "H", "H", "H", "H", "H", "H", "H", "H", "H", "H", "H", "H", "H", "H", "H", "H", "H", "H", "H", "H", "H", "H", "H", "H", "H", "H", "H", "H", "H", "H", "H", "H", "H"], "positions_angstrom": [[3.79, 1.24, -6.53], [-5.69, -5.09, 8.75], [7.46, -3.26, -6.02], [0.08, 3.32, -4.01], [-6.22, -8.45, 8.51], [4.00, -6.96, -7.08], [3.73, 5.28, 3.17], [-3.16, 4.47, 4.33], [-3.06, -3.21, 6.76], [7.02, -0.65, -4.07], [3.24, -2.11, -6.65], [-5.03, -0.62, 5.81], [-0.77, 4.52, 0.04], [-5.92, 6.21, 3.52], [1.00, 7.12, 2.32], [1.10, -1.28, 2.28], [-0.39, -0.04, -4.18], [1.97, 5.05, -1.86], [4.19, -0.86, -2.22], [-3.37, -1.17, 1.38], [-1.42, -1.03, 4.56], [6.09, -4.70, -8.77], [4.23, -7.66, -10.40], [-5.69, 0.28, -0.38], [-4.17, 1.00, -1.91], [3.61, 7.05, 3.13], [-4.46, -6.36, 8.52], [-3.29, 6.24, 4.26], [2.24, 7.54, 3.54], [-4.66, 6.72, 4.68], [-4.66, 0.84, -0.56], [-0.69, -2.53, 3.94], [-3.62, -1.87, 7.79], [-5.63, 1.39, 2.75], [5.84, -1.30, -1.70], [-4.96, -7.50, 7.68], [-3.68, 1.40, 0.47], [0.86, 0.91, -5.03], [4.52, -1.21, -7.51], [6.82, -4.92, -6.15], [2.77, -6.65, -8.33], [2.76, -7.71, -9.40], [1.87, 5.18, -0.08], [-3.36, 0.59, 1.74], [-2.37, 1.24, -0.40], [-4.77, 3.65, 0.74], [7.05, -5.52, -7.51], [6.88, -0.40, -2.31], [-4.17, 0.92, 2.99], [0.78, -2.37, 3.66], [-5.00, -1.42, 7.41], [1.34, 2.07, -4.21], [5.02, -0.04, -6.70], [-3.69, 2.89, 0.73], [0.92, 4.17, 0.49], [-2.87, 1.70, -1.76], [-3.08, 2.76, -1.85], [6.75, -6.56, -7.52], [-4.23, 0.01, 3.58], [1.58, 6.19, 0.17], [-2.20, 1.49, -2.59], [-4.82, 4.46, 1.45], [-5.36, -0.69, 8.13], [-3.61, -5.88, 8.02], [2.95, -5.66, -8.74], [1.21, -3.34, 3.40], [1.92, -7.55, -10.06], [2.18, 2.55, -4.70], [-3.06, 6.54, 3.24], [1.31, -1.98, 4.53], [-2.54, 6.66, 4.92], [-2.73, 3.35, 0.90], [-4.94, 6.33, 5.65], [-1.49, 1.79, -0.07], [-1.24, -2.82, 3.04], [1.66, 1.75, -3.22], [7.86, -0.62, -1.88], [-2.89, -1.07, 7.71], [2.68, -8.70, -8.97], [6.00, -2.34, -1.97], [-4.67, 7.80, 4.72], [0.97, 4.18, 1.58], [-2.11, 0.21, -0.59], [4.36, 7.44, 3.83], [-5.99, 1.20, 1.75], [5.87, -1.21, -0.61], [0.45, 1.23, -5.99], [-4.13, -6.70, 9.50], [-3.62, -2.24, 8.81], [-5.73, 2.42, 3.06], [-3.67, 1.64, 3.64], [5.32, -0.34, -5.70], [-3.92, 0.04, -2.15], [3.88, 7.39, 2.13], [7.32, -5.52, -5.39], [2.25, 8.62, 3.63], [-5.58, 3.50, 0.05], [4.12, -0.89, -8.47], [-4.14, -8.18, 7.45], [1.80, -6.63, -7.82], [-2.33, 0.81, 1.97], [5.75, -4.88, -5.92], [8.10, -5.46, -7.80], [-5.38, -7.14, 6.74], [-0.85, -3.29, 4.70], [2.87, 5.01, 0.31], [1.94, 7.11, 4.49], [6.66, 0.65, -2.13], [-6.27, 0.82, 3.42], [-5.70, -2.25, 7.38], [1.69, 0.23, -5.23], [5.88, 0.41, -7.20], [5.33, -1.91, -7.68], [1.16, 3.16, 0.15]], "homo_lumo_gap_ev": 8.7, "energy_ev": -324642.62453, "relative_energy_kj_mol": 0.0, "smiles": "C=C[C@]1([C@H](Cl)CC)CCNC1=O.ClCCCl.ClCCCl.ClCCCl.ClCCCl.ClCCCl.ClCCCl.ClCCCl.ClCCCl.ClCCCl.ClCCCl.ClCCCl", "e_homo_ev": -8.49}